(one)
Density functional theory data (the ωB97M-V functional and the def2-TZVPD basis) for the molecule C7H10N2.

Each line ends with the Mulliken charge.
Positions of all 19 atoms, in Å:
1 C -3.22 -0.49 0.05  -0.751
2 N -2.31 0.52 0.20  -0.564
3 C -1.02 0.32 -0.12  0.821
4 C -0.48 -1.01 -0.06  -0.551
5 C 0.87 -1.10 -0.11  -0.126
6 N 1.75 -0.09 -0.18  0.127
7 C 3.15 -0.36 0.24  -0.862
8 C 1.20 1.23 -0.12  -0.310
9 C -0.12 1.46 -0.05  -0.644
10 H -2.94 -1.09 -0.90  0.272
11 H -4.23 0.06 -0.06  0.250
12 H -3.33 -1.16 1.03  0.218
13 H -1.12 -1.95 -0.09  0.213
14 H 1.27 -2.11 -0.26  0.281
15 H 3.32 -1.55 0.19  0.269
16 H 3.42 -0.10 1.28  0.315
17 H 3.94 0.11 -0.53  0.282
18 H 1.87 2.12 0.16  0.251
19 H -0.56 2.37 0.01  0.509

E_HOMO ... -0.268 Ha
SMILES string ... CN=c1ccn(C)cc1
LUMO ... 0.026 Eh



(two)
Density functional theory data (the ωB97M-V functional and the def2-TZVPD basis) for a structure of composition C7H10N2.

Each line ends with the Mulliken charge.
Positions of all 19 atoms, in Å:
1 C -0.14 -1.33 -2.15  -0.089
2 C 0.04 -0.83 -0.78  0.364
3 C -0.22 -1.47 0.55  -1.037
4 C 0.76 0.55 0.91  0.149
5 C 0.59 1.90 1.77  -0.248
6 C 0.68 3.24 1.50  -0.626
7 C 0.64 0.38 -0.45  -0.365
8 H -1.67 -2.38 -0.81  0.297
9 H -1.54 -2.70 -2.83  0.262
10 H -0.98 -0.56 -2.60  0.221
11 H 0.77 -1.42 -2.88  0.265
12 H -0.69 -2.33 0.92  0.493
13 H -0.70 -0.67 2.52  0.388
14 H 0.42 1.71 2.79  0.271
15 H 0.53 4.05 2.46  0.190
16 H 1.23 3.70 0.54  0.206
17 H 1.16 1.24 -1.05  0.169
18 N -0.91 -2.59 -1.89  -0.699
19 N 0.05 -0.49 1.48  -0.212

E_HOMO ... -0.290 Ha
LUMO ... 0.012 Eh



(three)
Density functional theory data (the ωB97M-V functional and the def2-TZVPD basis) for a cluster of 2 separate species, C7H10N2 in total.

Each line ends with the Mulliken charge.
Positions of all 19 atoms, in Å:
1 C -2.76 2.04 0.36  -0.504
2 C -1.43 1.88 0.02  -0.198
3 N -1.18 0.54 0.21  0.166
4 C -2.33 -0.04 0.65  -0.163
5 N -3.31 0.84 0.75  -0.581
6 H -3.35 2.96 0.35  0.354
7 H -0.67 2.57 -0.32  0.362
8 H -0.29 0.07 0.05  0.170
9 H -2.40 -1.11 0.87  0.345
10 C 2.27 -0.64 1.69  -1.198
11 C 1.92 -0.88 0.29  0.357
12 C 1.63 -1.07 -0.88  0.373
13 C 1.28 -1.31 -2.28  -1.196
14 H 1.46 -0.08 2.20  0.280
15 H 3.20 -0.06 1.76  0.287
16 H 2.41 -1.60 2.22  0.290
17 H 0.28 -0.91 -2.50  0.280
18 H 2.01 -0.81 -2.94  0.287
19 H 1.28 -2.39 -2.50  0.289

E_HOMO ... -0.317 Ha
SMILES string ... c1c[nH]cn1.CC#CC
LUMO ... 0.026 Eh



(four)
Density functional theory data (the ωB97M-V functional and the def2-TZVPD basis) for the molecule C7H10N2.

Each line ends with the Mulliken charge.
Positions of all 19 atoms, in Å:
1 C 2.05 -0.95 -0.39  -1.229
2 C 0.77 -0.36 0.06  0.989
3 N 0.83 0.53 1.28  -0.691
4 C 0.63 1.06 -0.04  0.100
5 C -0.85 1.56 -0.29  -0.425
6 C -2.03 0.93 -0.29  -0.652
7 C -1.82 -0.43 0.41  0.212
8 N -1.73 -1.88 0.05  -0.627
9 C -0.58 -1.01 -0.18  -0.299
10 H 2.69 -1.61 0.34  0.255
11 H 2.74 0.04 -0.71  0.223
12 H 1.97 -1.37 -1.43  0.326
13 H 1.75 0.85 1.37  0.316
14 H 1.61 1.56 -0.43  0.313
15 H -0.76 2.71 -0.48  0.224
16 H -2.90 1.66 -0.55  0.253
17 H -1.97 -0.21 1.58  0.150
18 H -1.84 -2.33 0.97  0.315
19 H -0.58 -0.75 -1.28  0.249

E_HOMO ... -0.329 Ha
SMILES string ... C[C@@]12N[C@@H]1C=C[C@H]1N[C@@H]12
LUMO ... 0.034 Eh



(three) is favored, and the nearest alternative lies 27.4 kcal/mol above it.



(one)
Density functional theory data (the ωB97M-V functional and the def2-TZVPD basis) for the molecule C3H3NOS2.

Each line ends with the Mulliken charge.
Positions of all 10 atoms, in Å:
1 O 1.28 1.84 0.04  -0.377
2 C 0.15 2.07 -0.06  0.091
3 N -0.80 1.14 -0.28  -0.086
4 C -0.57 -0.09 0.07  0.277
5 S -2.09 -0.89 0.00  -0.341
6 C 0.69 -0.51 0.64  -0.125
7 S 1.78 -1.35 -0.23  -0.133
8 H -0.30 3.14 0.17  0.272
9 H -1.68 1.41 -0.55  0.164
10 H 0.67 -0.21 1.85  0.258

E_HOMO ... -0.329 Ha
SMILES string ... O=CNC(=S)C=S
LUMO ... -0.033 Eh



(two)
Density functional theory data (the ωB97M-V functional and the def2-TZVPD basis) for a cluster of 2 separate species, C3H3NOS2 in total.

Each line ends with the Mulliken charge.
Positions of all 10 atoms, in Å:
1 N -0.68 -0.71 1.90  -0.414
2 C -0.36 0.29 1.40  0.529
3 C 0.04 1.51 0.77  -0.221
4 S 0.05 2.94 1.51  -0.141
5 H 0.33 1.41 -0.27  0.233
6 O 0.72 -0.76 0.17  -0.421
7 C -0.13 -1.19 -0.56  0.067
8 S -0.05 -1.22 -2.33  -0.150
9 H -1.08 -1.62 -0.20  0.361
10 H 1.16 -0.65 -2.39  0.159

E_HOMO ... -0.351 Ha
SMILES string ... N#CC=S.O=CS
LUMO ... -0.054 Eh



(one) is favored, and the nearest alternative lies 24.8 kcal/mol above it.



(one)
Density functional theory data (the ωB97M-V functional and the def2-TZVPD basis) for a cluster of 2 separate species, C4H4 in total.

Each line ends with the Mulliken charge.
Positions of all 8 atoms, in Å:
1 C 1.20 0.59 0.16  -0.133
2 C 1.39 -0.70 0.02  -0.242
3 C 0.13 -0.20 -0.37  -0.144
4 C -1.85 0.05 0.18  -0.486
5 H 1.40 1.54 0.66  0.333
6 H 2.12 -1.46 -0.07  0.335
7 H -2.10 -0.82 -0.40  0.174
8 H -2.30 1.00 -0.17  0.163

E_HOMO ... -0.278 Ha
LUMO ... 0.014 Eh



(two)
Density functional theory data (the ωB97M-V functional and the def2-TZVPD basis) for the molecule C4H4.

Each line ends with the Mulliken charge.
Positions of all 8 atoms, in Å:
1 C -2.39 0.17 -0.02  0.056
2 C -1.21 -0.20 -0.02  -0.293
3 C 0.19 -0.55 0.00  -0.284
4 C 1.20 0.28 0.04  -0.727
5 H -3.42 0.18 0.19  0.393
6 H 0.45 -1.68 0.06  0.219
7 H 2.13 -0.15 0.06  0.295
8 H 0.92 1.26 -0.02  0.342

E_HOMO ... -0.347 Ha
SMILES string ... C#CC=C
LUMO ... 0.037 Eh



(two) is favored, and the nearest alternative lies 112.4 kcal/mol above it.



(one)
Density functional theory data (the ωB97M-V functional and the def2-TZVPD basis) for a structure of composition C5H9N2O.

Each line ends with the Mulliken charge.
Positions of all 17 atoms, in Å:
1 C 0.58 1.28 -0.50  -0.112
2 C -0.84 1.62 -0.89  -0.532
3 C 1.66 -0.67 0.67  -0.446
4 C 0.53 -1.77 1.07  -0.323
5 C -1.18 -0.21 0.62  -0.559
6 N 0.66 0.35 0.33  0.017
7 N -1.61 0.36 -0.71  0.024
8 O -0.68 -1.49 0.38  -0.240
9 H 1.40 1.80 -0.98  0.449
10 H -1.25 2.37 -0.20  0.299
11 H -0.92 1.99 -1.91  0.396
12 H 2.28 -0.40 1.52  0.303
13 H 2.22 -0.97 -0.20  0.324
14 H 0.81 -2.78 0.79  0.337
15 H 0.37 -1.69 2.15  0.321
16 H -2.62 0.53 -0.67  0.365
17 H -1.42 -0.32 -1.46  0.375

E_HOMO ... -0.473 Ha
Net charge ... +1
LUMO ... -0.146 Eh



(two)
Density functional theory data (the ωB97M-V functional and the def2-TZVPD basis) for the ion C5H9N2O with charge +1.

Each line ends with the Mulliken charge.
Positions of all 17 atoms, in Å:
1 C -1.45 1.55 -0.21  -0.281
2 C -2.61 -0.58 -0.05  0.749
3 C 0.18 -0.06 0.50  -0.226
4 C 2.16 -1.06 -0.62  -1.081
5 C 1.62 -0.39 0.65  -0.677
6 N -2.54 0.67 -0.18  -0.169
7 N -0.23 1.13 0.17  0.013
8 O -2.79 -1.71 0.06  -0.225
9 H -1.69 2.59 -0.21  0.322
10 H -0.53 -0.86 0.60  0.394
11 H 2.11 -0.39 -1.47  0.342
12 H 1.58 -1.95 -0.86  0.341
13 H 3.19 -1.35 -0.47  0.328
14 H 2.21 0.51 0.86  0.303
15 H 1.74 -1.09 1.49  0.279
16 H -3.43 1.13 -0.38  0.311
17 H 0.48 1.86 0.13  0.275

E_HOMO ... -0.429 Ha
Net charge ... +1
LUMO ... -0.174 Eh



(three)
Density functional theory data (the ωB97M-V functional and the def2-TZVPD basis) for the ion C5H9N2O with charge +1.

Each line ends with the Mulliken charge.
Positions of all 17 atoms, in Å:
1 C 2.44 0.63 0.09  -1.290
2 C 1.00 0.67 0.11  0.393
3 C 0.04 1.63 0.15  -0.454
4 N -1.19 1.04 0.11  0.315
5 O -2.42 1.44 -0.01  -0.513
6 C -0.91 -0.53 0.00  0.281
7 C -1.96 -1.52 0.18  -0.926
8 N 0.40 -0.58 -0.01  0.025
9 H 2.76 1.59 -0.03  0.378
10 H 2.88 0.46 1.11  0.299
11 H 2.84 -0.02 -0.74  0.360
12 H 0.03 2.65 0.27  0.549
13 H -2.94 1.50 -0.81  0.381
14 H -1.83 -2.14 -0.71  0.354
15 H -1.94 -2.10 1.20  0.310
16 H -2.99 -0.92 0.10  0.277
17 H 0.98 -1.39 -0.15  0.259

E_HOMO ... -0.484 Ha
Net charge ... +1
SMILES string ... Cc1cn(O)c(C)[nH+]1
LUMO ... -0.139 Eh



(four)
Density functional theory data (the ωB97M-V functional and the def2-TZVPD basis) for a cluster of 2 separate species, C5H9N2O in total.

Each line ends with the Mulliken charge.
Positions of all 17 atoms, in Å:
1 C 1.95 -0.02 1.30  -0.559
2 C 0.78 -0.09 1.73  0.371
3 C 0.08 -0.74 -1.83  -0.004
4 C -1.55 0.13 2.12  -0.579
5 C -0.39 -0.46 2.33  -0.377
6 N 0.88 0.13 -1.35  0.152
7 N -0.88 -0.30 -2.60  -0.320
8 O 0.44 1.43 -1.43  -0.473
9 H 2.98 0.34 1.18  0.427
10 H 0.34 -1.79 -1.92  0.391
11 H -2.47 -0.23 2.67  0.282
12 H -1.69 0.81 1.26  0.239
13 H -0.25 -1.09 3.18  0.314
14 H 1.57 0.13 -0.56  0.203
15 H -1.48 -0.96 -2.87  0.235
16 H -1.24 0.67 -2.35  0.316
17 H 0.93 2.05 -0.87  0.382

E_HOMO ... -0.485 Ha
Net charge ... +1
LUMO ... -0.130 Eh



(three) is favored, and the nearest alternative lies 3.5 kcal/mol above it.



(one)
Density functional theory data (the ωB97M-V functional and the def2-TZVPD basis) for the ion C5H9N2O with charge +1.

Each line ends with the Mulliken charge.
Positions of all 17 atoms, in Å:
1 C -1.52 0.55 -0.80  -0.238
2 C 0.39 0.06 0.99  -0.175
3 C 1.01 1.21 0.18  -0.604
4 C -1.21 -0.88 -0.78  -0.552
5 C 1.49 -0.82 -0.64  0.080
6 N -0.99 -0.15 0.46  -0.004
7 N 1.21 -1.05 0.70  -0.142
8 O 1.61 0.43 -0.92  -0.241
9 H -2.48 0.88 -0.50  0.283
10 H 0.43 0.27 2.16  0.473
11 H -0.94 1.36 -1.34  0.279
12 H 0.26 1.93 -0.22  0.301
13 H 1.72 1.77 0.77  0.348
14 H -1.97 -1.80 -0.81  0.199
15 H 1.79 -1.59 -1.40  0.352
16 H 0.86 -1.96 0.95  0.309
17 H -1.65 -0.21 1.20  0.330

E_HOMO ... -0.445 Ha
Net charge ... +1
LUMO ... -0.145 Eh



(two)
Density functional theory data (the ωB97M-V functional and the def2-TZVPD basis) for the ion C5H9N2O with charge +1.

Each line ends with the Mulliken charge.
Positions of all 17 atoms, in Å:
1 C -1.05 -1.92 0.23  -0.274
2 N -1.08 -0.85 -0.43  -0.121
3 C -1.11 -0.11 -1.49  0.019
4 N -0.47 1.10 -1.46  -0.175
5 C 0.38 1.63 -0.39  -0.773
6 C 0.37 0.72 0.83  -0.539
7 C 1.49 -0.12 0.96  -0.120
8 O 1.61 -1.07 1.99  -0.450
9 H -0.44 -2.67 -0.21  0.329
10 H -1.63 -1.82 1.10  0.342
11 H -1.81 -0.50 -2.18  0.420
12 H -0.38 1.47 -2.40  0.260
13 H -0.01 2.58 -0.16  0.369
14 H 1.27 2.00 -0.81  0.468
15 H -0.55 0.70 1.34  0.486
16 H 2.37 -0.23 0.41  0.423
17 H 1.02 -0.90 2.67  0.336

E_HOMO ... -0.478 Ha
Net charge ... +1
SMILES string ... C=N/C=[NH+]\C/C=C/O
LUMO ... -0.169 Eh



(two) is favored, and the nearest alternative lies 37.0 kcal/mol above it.



(one)
Density functional theory data (the ωB97M-V functional and the def2-TZVPD basis) for a cluster of 4 separate species, C4H16O3 in total.

Each line ends with the Mulliken charge.
Positions of all 23 atoms, in Å:
1 C 0.83 1.68 -0.75  -1.286
2 C 0.30 0.23 -0.48  1.099
3 C -0.22 -0.42 -1.79  -1.295
4 C 1.21 -0.61 0.38  -1.448
5 H 1.49 2.08 0.15  0.285
6 H 1.46 1.98 -1.66  0.287
7 H 0.03 2.38 -0.83  0.405
8 H -0.52 0.45 0.28  -0.116
9 H -0.74 -1.30 -1.57  0.405
10 H 0.67 -0.71 -2.47  0.258
11 H -0.81 0.41 -2.18  0.363
12 H 1.19 -0.09 1.42  0.263
13 H 1.08 -1.66 0.37  0.413
14 H 2.17 -0.75 -0.03  0.378
15 O -0.05 0.91 5.67  -0.622
16 H -0.65 1.41 6.23  0.321
17 H 0.55 0.37 6.07  0.301
18 O -3.87 0.58 2.00  -0.636
19 H -4.47 0.06 1.53  0.310
20 H -3.00 0.24 2.18  0.322
21 O 2.14 -2.21 -5.47  -0.641
22 H 1.43 -2.90 -5.23  0.326
23 H 1.67 -1.60 -5.98  0.307

E_HOMO ... -0.393 Ha
SMILES string ... CC(C)C.O.O.O
LUMO ... 0.026 Eh



(two)
Density functional theory data (the ωB97M-V functional and the def2-TZVPD basis) for a cluster of 4 separate species, C4H16O3 in total.

Each line ends with the Mulliken charge.
Positions of all 23 atoms, in Å:
1 C 0.84 2.25 -0.97  -0.794
2 C 1.60 1.52 0.14  -0.300
3 C 1.80 0.03 -0.25  -0.233
4 C 2.96 -0.62 0.48  -1.334
5 H 1.35 2.03 -1.92  0.333
6 H 0.86 3.34 -0.95  0.374
7 H -0.18 1.89 -1.02  -0.151
8 H 1.02 1.47 1.05  0.203
9 H 2.58 1.95 0.25  0.391
10 H 0.85 -0.47 -0.04  0.154
11 H 1.93 -0.07 -1.33  0.360
12 H 3.20 -1.59 0.07  0.378
13 H 2.80 -0.73 1.55  0.295
14 H 3.90 -0.08 0.32  0.336
15 O -1.70 0.32 2.68  -0.639
16 H -0.82 -0.02 2.91  0.314
17 H -1.72 0.15 1.73  0.318
18 O -2.59 -3.01 -0.91  -0.632
19 H -2.28 -3.39 -0.08  0.313
20 H -2.62 -2.05 -0.72  0.343
21 O -1.97 -0.13 -1.22  -0.626
22 H -1.91 0.82 -1.06  0.307
23 H -2.56 -0.26 -1.96  0.291

E_HOMO ... -0.411 Ha
SMILES string ... CCCC.O.O.O
LUMO ... 0.013 Eh



(two) is favored, and the nearest alternative lies 36.5 kcal/mol above it.